Record 1
Computed, not measured: a gas-phase ion, C27H22BrO5S3 (charge -1) at a distorted geometry, with ωB97M-V/def2-TZVPD.

Computed properties:
HOMO level (eV): -4.2
Charge: -1
Molecular weight (g/mol): 602.57
Total energy (eV): -141141.118
SMILES: COc1ccc([C@H](Sc2ccc(Br)cc2)C(S(=O)(=O)c2ccccc2)=[S@@](=O)([O-])c2ccccc2)cc1
LUMO level (eV): 2.42
2S+1: 1
Maximum force (eV Å⁻¹): 1.895

Positions of all 58 atoms, in Å:
Br  6.316  1.440  4.267
C  4.661  1.357  3.337
C  4.176  0.123  2.882
C  3.120  0.104  1.963
C  2.496  1.304  1.584
S  1.559  1.407  0.117
C  2.862  2.511  2.217
C  3.948  2.537  3.091
H  4.626  -0.808  3.211
H  2.781  -0.825  1.518
H  2.308  3.407  1.957
H  4.243  3.468  3.559
C  -3.552  4.029  -4.010
O  -2.684  4.514  -2.966
C  -2.350  3.671  -1.953
C  -1.390  4.154  -1.027
C  -0.769  3.274  -0.157
C  -1.072  1.911  -0.206
C  -0.130  0.889  0.457
C  -0.262  -0.491  -0.142
S  -0.235  -1.919  0.816
C  -1.780  -2.146  1.701
C  -1.942  -1.593  2.977
C  -3.135  -1.796  3.676
C  -4.144  -2.594  3.130
C  -3.963  -3.177  1.872
C  -2.776  -2.971  1.166
O  -0.141  -3.070  -0.057
O  0.740  -1.740  1.877
S  -0.009  -0.616  -1.885
C  1.355  -1.779  -2.096
C  1.087  -2.956  -2.789
C  2.117  -3.865  -3.003
C  3.401  -3.594  -2.519
C  3.651  -2.426  -1.790
C  2.625  -1.495  -1.598
O  -1.173  -1.238  -2.480
O  0.473  0.654  -2.398
C  -2.179  1.479  -0.936
C  -2.813  2.339  -1.832
H  -3.710  4.909  -4.632
H  -3.065  3.235  -4.587
H  -4.507  3.671  -3.607
H  -1.117  5.208  -1.074
H  -0.029  3.648  0.556
H  -0.268  0.822  1.551
H  -1.129  -1.018  3.417
H  -3.256  -1.340  4.659
H  -5.069  -2.751  3.682
H  -4.742  -3.810  1.444
H  -2.613  -3.452  0.203
H  0.074  -3.150  -3.135
H  1.894  -4.775  -3.561
H  4.209  -4.299  -2.711
H  4.645  -2.218  -1.390
H  2.789  -0.561  -1.056
H  -2.537  0.454  -0.826
H  -3.616  1.954  -2.463

---

Record 2
Computed, not measured: a molecular structure, C27H22Cl3FN6O5Sn at a distorted geometry, with ωB97M-V/def2-TZVPD.

Computed properties:
Energy above the lowest of the compared OMol25 structures with the same formula, charge and spin (kJ/mol): 227.02
HOMO level (spin up / spin down) (eV): -12.8 / -12.8
Charge: +2
Molecular weight (g/mol): 754.58
Total energy (eV): -93634.716
LUMO level (spin up / spin down) (eV): -9.01 / -9.59
2S+1: 1
Maximum force (eV Å⁻¹): 2.059

Positions of all 65 atoms, in Å:
Sn  -0.508  -0.488  -0.486
C  -0.837  1.369  7.320
C  -1.907  0.346  6.949
C  -3.254  0.772  7.508
C  -4.359  -0.154  7.025
C  -4.404  -0.106  5.533
C  -5.591  -0.176  4.841
C  -5.588  -0.111  3.455
F  -6.724  -0.197  2.810
C  -4.402  -0.001  2.718
C  -3.204  0.055  3.389
C  -1.951  0.107  2.611
O  -1.962  0.186  1.380
C  -0.757  0.011  3.408
C  -0.820  0.110  4.758
N  -1.988  0.174  5.459
C  -3.180  0.045  4.808
C  0.616  -0.183  2.719
O  1.570  0.121  3.391
O  0.537  -0.633  1.517
H  -0.948  1.616  8.375
H  -0.963  2.286  6.741
H  0.179  1.004  7.186
H  -1.646  -0.631  7.369
H  -3.474  1.797  7.194
H  -3.193  0.757  8.594
H  -5.325  0.134  7.434
H  -4.155  -1.183  7.345
H  -6.531  -0.281  5.367
H  -4.426  0.006  1.637
H  0.104  0.132  5.317
C  1.148  -2.670  -3.206
C  1.903  -1.533  -2.617
N  1.457  -0.728  -1.662
C  2.448  0.204  -1.383
C  3.498  -0.052  -2.188
N  3.145  -1.149  -2.956
C  3.953  -1.722  -4.034
N  3.619  -1.123  -5.289
N  2.459  -1.485  -5.903
N  2.284  -0.762  -6.934
C  3.349  0.112  -7.058
C  3.638  1.072  -8.031
C  4.773  1.825  -7.852
C  5.626  1.619  -6.750
C  5.360  0.669  -5.790
C  4.208  -0.096  -5.974
H  0.141  -2.670  -2.792
H  1.621  -3.625  -2.972
H  1.082  -2.576  -4.289
H  2.325  0.977  -0.644
H  4.456  0.432  -2.276
H  3.758  -2.790  -4.096
H  5.004  -1.557  -3.816
H  3.004  1.183  -8.900
H  5.032  2.586  -8.575
H  6.515  2.228  -6.653
H  6.011  0.548  -4.933
Cl  -0.646  0.214  -5.246
C  -2.025  0.785  -4.279
Cl  -2.203  2.514  -4.396
Cl  -3.496  -0.042  -4.734
C  -1.581  0.358  -2.817
O  -1.779  -0.836  -2.508
O  -0.992  1.208  -2.124

---

What did the first record say?
Computed, not measured: a gas-phase ion, C27H22BrO5S3 (charge -1) at a distorted geometry, with ωB97M-V/def2-TZVPD.

Computed properties:
HOMO level (eV): -4.2
Charge: -1
Molecular weight (g/mol): 602.57
Total energy (eV): -141141.118
SMILES: COc1ccc([C@H](Sc2ccc(Br)cc2)C(S(=O)(=O)c2ccccc2)=[S@@](=O)([O-])c2ccccc2)cc1
LUMO level (eV): 2.42
2S+1: 1
Maximum force (eV Å⁻¹): 1.895

Positions of all 58 atoms, in Å:
Br  6.316  1.440  4.267
C  4.661  1.357  3.337
C  4.176  0.123  2.882
C  3.120  0.104  1.963
C  2.496  1.304  1.584
S  1.559  1.407  0.117
C  2.862  2.511  2.217
C  3.948  2.537  3.091
H  4.626  -0.808  3.211
H  2.781  -0.825  1.518
H  2.308  3.407  1.957
H  4.243  3.468  3.559
C  -3.552  4.029  -4.010
O  -2.684  4.514  -2.966
C  -2.350  3.671  -1.953
C  -1.390  4.154  -1.027
C  -0.769  3.274  -0.157
C  -1.072  1.911  -0.206
C  -0.130  0.889  0.457
C  -0.262  -0.491  -0.142
S  -0.235  -1.919  0.816
C  -1.780  -2.146  1.701
C  -1.942  -1.593  2.977
C  -3.135  -1.796  3.676
C  -4.144  -2.594  3.130
C  -3.963  -3.177  1.872
C  -2.776  -2.971  1.166
O  -0.141  -3.070  -0.057
O  0.740  -1.740  1.877
S  -0.009  -0.616  -1.885
C  1.355  -1.779  -2.096
C  1.087  -2.956  -2.789
C  2.117  -3.865  -3.003
C  3.401  -3.594  -2.519
C  3.651  -2.426  -1.790
C  2.625  -1.495  -1.598
O  -1.173  -1.238  -2.480
O  0.473  0.654  -2.398
C  -2.179  1.479  -0.936
C  -2.813  2.339  -1.832
H  -3.710  4.909  -4.632
H  -3.065  3.235  -4.587
H  -4.507  3.671  -3.607
H  -1.117  5.208  -1.074
H  -0.029  3.648  0.556
H  -0.268  0.822  1.551
H  -1.129  -1.018  3.417
H  -3.256  -1.340  4.659
H  -5.069  -2.751  3.682
H  -4.742  -3.810  1.444
H  -2.613  -3.452  0.203
H  0.074  -3.150  -3.135
H  1.894  -4.775  -3.561
H  4.209  -4.299  -2.711
H  4.645  -2.218  -1.390
H  2.789  -0.561  -1.056
H  -2.537  0.454  -0.826
H  -3.616  1.954  -2.463